The following is a DFT calculation (the ωB97M-V functional and the def2-TZVPD basis) of a 8-piece molecular cluster, C44H54N7O3 overall.

XYZ file:
```
108
C44H54N7O3 the ωB97M-V functional and the def2-TZVPD basis
C -1.31 6.05 -8.49
C -2.77 5.66 -8.71
O -3.46 5.54 -7.47
C -3.54 4.19 -7.04
C -3.93 4.16 -5.56
O -3.79 2.89 -5.00
C -2.46 2.36 -5.00
C -2.27 1.40 -3.86
C -1.01 0.60 -4.02
C 0.18 0.89 -3.06
C 0.30 2.39 -2.73
O 0.05 0.14 -1.84
H -1.22 7.08 -8.14
H -0.74 5.94 -9.42
H -0.86 5.38 -7.76
H -3.30 6.40 -9.32
H -2.83 4.70 -9.25
H -4.29 3.66 -7.65
H -2.58 3.68 -7.17
H -4.98 4.45 -5.44
H -3.31 4.91 -5.03
H -1.76 3.22 -4.94
H -2.28 1.90 -6.02
H -3.14 0.72 -3.83
H -1.22 -0.49 -3.92
H -0.56 0.70 -5.05
H 1.11 0.55 -3.54
H 1.33 2.75 -2.89
H -0.40 2.95 -3.36
H 0.04 2.57 -1.69
H -0.75 -0.36 -1.92
N 2.46 4.00 -7.03
C 3.33 4.81 -6.44
C 2.97 5.83 -5.57
C 1.62 6.01 -5.30
C 0.70 5.18 -5.91
C 1.17 4.19 -6.76
H 4.38 4.64 -6.67
H 3.73 6.45 -5.11
H 1.30 6.79 -4.62
H -0.36 5.27 -5.72
H 0.48 3.50 -7.23
N 1.56 -2.73 0.94
C 1.07 -1.49 0.83
C 0.71 -0.72 1.93
C 0.87 -1.25 3.21
C 1.35 -2.54 3.32
C 1.68 -3.23 2.17
H 0.95 -1.08 -0.16
H 0.33 0.28 1.78
H 0.59 -0.68 4.09
H 1.49 -3.01 4.29
H 2.09 -4.24 2.24
N 3.04 -5.84 4.20
C 2.80 -5.62 5.49
C 3.79 -5.45 6.44
C 5.11 -5.52 6.03
C 5.38 -5.78 4.70
C 4.32 -5.92 3.82
H 1.75 -5.55 5.77
H 3.53 -5.23 7.46
H 5.91 -5.35 6.74
H 6.40 -5.83 4.33
H 4.49 -6.08 2.76
N -0.04 3.00 -9.04
C 0.62 2.75 -10.17
C 1.20 1.53 -10.46
C 1.09 0.51 -9.53
C 0.41 0.75 -8.35
C -0.14 2.01 -8.15
H 0.68 3.57 -10.88
H 1.72 1.38 -11.40
H 1.53 -0.46 -9.72
H 0.30 -0.01 -7.59
H -0.68 2.23 -7.24
N 5.06 -2.08 7.28
C 4.52 -1.34 8.25
C 3.38 -0.58 8.09
C 2.75 -0.57 6.85
C 3.29 -1.34 5.83
C 4.44 -2.07 6.10
H 5.04 -1.36 9.20
H 2.99 0.00 8.92
H 1.85 0.01 6.69
H 2.84 -1.37 4.85
H 4.88 -2.68 5.32
N -1.11 -0.46 6.01
C -1.12 -1.61 6.68
C -2.10 -1.95 7.61
C -3.11 -1.04 7.85
C -3.11 0.16 7.16
C -2.09 0.40 6.26
H -0.31 -2.30 6.46
H -2.07 -2.90 8.12
H -3.89 -1.27 8.57
H -3.89 0.90 7.32
H -2.06 1.33 5.69
N -3.50 -4.66 9.19
C -4.42 -4.85 8.24
C -5.20 -5.99 8.16
C -5.03 -6.99 9.11
C -4.07 -6.80 10.10
C -3.34 -5.62 10.09
H -4.52 -4.06 7.51
H -5.93 -6.09 7.36
H -5.62 -7.89 9.07
H -3.90 -7.55 10.86
H -2.59 -5.44 10.85
```

As for the HOMO-LUMO gap: 3.30 eV. Its total energy is -63072.87507 eV. As for the charge: -1.